C57H106F16N16O36S16 | ωB97M-V/def2-TZVPD

```
! wB97M-V def2-TZVPD RIJCOSX def2/J DEFGRID3
* xyz 0 1
C 2.75 -4.77 -2.13
N 2.08 -3.59 -1.47
C 2.46 -2.28 -1.62
C 1.75 -1.29 -0.95
C 0.61 -1.59 -0.21
C 0.28 -2.92 -0.06
C 1.04 -3.88 -0.65
C -0.19 -0.50 0.40
C -0.27 0.82 -0.06
C -1.14 1.77 0.44
N -1.96 1.37 1.47
C -1.93 0.18 2.07
C -0.94 -0.72 1.57
C -2.80 2.40 2.09
H 2.58 -5.61 -1.45
H 3.77 -4.53 -2.40
H 2.17 -4.97 -3.04
H 3.27 -2.15 -2.31
H 1.95 -0.26 -1.20
H -0.57 -3.24 0.52
H 0.81 -4.93 -0.52
H 0.30 1.09 -0.94
H -1.23 2.76 0.02
H -2.48 -0.09 2.96
H -0.92 -1.71 2.00
H -3.62 1.91 2.62
H -3.13 3.04 1.28
H -2.22 3.10 2.69
C 3.93 -5.26 -6.06
N 3.47 -4.01 -6.76
C 2.11 -3.88 -6.86
C 1.54 -2.69 -7.41
C 2.41 -1.93 -8.18
C 3.79 -2.14 -8.18
C 4.29 -3.24 -7.48
C 1.93 -0.83 -9.03
C 2.34 -0.81 -10.43
C 1.74 0.18 -11.24
N 0.96 1.14 -10.73
C 0.71 1.26 -9.37
C 1.00 0.17 -8.55
C 0.43 2.18 -11.61
H 3.41 -5.30 -5.10
H 5.02 -5.29 -5.98
H 3.59 -6.15 -6.59
H 1.44 -4.47 -6.25
H 0.49 -2.52 -7.18
H 4.44 -1.55 -8.81
H 5.36 -3.36 -7.52
H 3.13 -1.43 -10.81
H 1.97 0.30 -12.29
H -0.06 1.95 -9.05
H 0.56 0.08 -7.57
H 0.84 2.00 -12.60
H 0.84 3.13 -11.26
H -0.65 2.10 -11.65
C 6.04 0.48 1.14
C 5.45 1.67 0.31
C 4.03 1.25 0.03
C 3.11 2.36 -0.46
C 3.15 3.46 0.51
C 4.52 4.07 0.83
N 5.44 2.90 1.15
O 6.50 3.15 1.99
C 4.39 4.98 2.08
C 5.07 4.88 -0.36
C 6.29 1.84 -0.97
H 5.53 0.34 2.09
H 7.12 0.54 1.26
H 5.96 -0.46 0.60
H 3.60 0.67 0.85
H 4.14 0.47 -0.72
H 2.10 1.98 -0.63
H 3.37 2.75 -1.44
H 2.88 3.07 1.50
H 2.44 4.25 0.28
H 5.34 5.38 2.45
H 3.83 4.56 2.91
H 3.86 5.87 1.72
H 4.44 5.74 -0.55
H 5.00 4.45 -1.36
H 6.06 5.34 -0.25
H 7.29 2.23 -0.80
H 5.77 2.42 -1.74
H 6.39 0.92 -1.55
C -4.95 1.23 8.88
C -4.95 2.60 8.21
N -4.33 2.59 6.72
C -4.82 1.33 5.93
C -4.84 3.77 5.93
C -4.56 5.15 6.50
C -2.73 2.63 6.84
C -1.78 2.53 5.65
O -2.05 1.29 5.03
C -1.37 0.10 5.59
H -5.76 1.19 9.61
H -3.97 0.95 9.28
H -5.40 0.52 8.19
H -4.45 3.34 8.85
H -5.92 3.06 8.05
H -5.86 1.17 6.20
H -4.16 0.50 6.18
H -4.68 1.41 4.85
H -5.90 3.63 5.70
H -4.44 3.72 4.91
H -3.50 5.36 6.43
H -4.77 5.31 7.56
H -5.02 5.91 5.87
H -2.52 1.78 7.49
H -2.52 3.54 7.40
H -0.74 2.79 5.88
H -2.00 3.27 4.88
H -1.98 -0.78 5.38
H -1.15 0.05 6.66
H -0.43 -0.22 5.13
C -1.72 3.50 -3.38
C -2.36 4.37 -2.28
N -3.84 4.84 -2.62
C -3.91 5.54 -3.98
C -4.72 3.56 -2.77
C -4.84 2.74 -1.50
C -4.33 5.79 -1.45
C -5.82 6.10 -1.38
O -6.28 6.85 -2.52
C -7.70 6.90 -2.59
H -1.37 4.14 -4.19
H -2.35 2.73 -3.82
H -0.79 3.04 -3.07
H -1.78 5.26 -2.05
H -2.43 3.78 -1.36
H -4.95 5.82 -4.15
H -3.58 4.79 -4.69
H -3.37 6.48 -4.13
H -4.45 2.98 -3.66
H -5.69 4.02 -2.97
H -3.91 2.21 -1.28
H -5.60 1.96 -1.49
H -5.08 3.33 -0.62
H -3.81 6.73 -1.61
H -4.00 5.33 -0.52
H -6.16 6.74 -0.56
H -6.36 5.16 -1.44
H -8.29 7.11 -1.70
H -8.07 6.02 -3.11
H -7.95 7.82 -3.13
C 2.07 -5.43 2.36
C 3.11 -4.75 3.19
N 2.62 -3.81 4.31
C 3.83 -3.23 5.12
C 1.83 -2.63 3.71
C 2.67 -1.78 2.64
C 1.68 -4.56 5.30
C 2.25 -5.84 5.98
O 3.55 -5.74 6.66
C 3.96 -6.93 7.30
H 2.49 -6.20 1.71
H 1.33 -4.80 1.87
H 1.38 -5.97 3.02
H 3.79 -4.28 2.48
H 3.85 -5.34 3.73
H 4.60 -2.70 4.56
H 4.39 -4.12 5.41
H 3.48 -2.76 6.04
H 1.47 -2.15 4.62
H 0.92 -3.07 3.30
H 2.04 -0.95 2.34
H 2.88 -2.32 1.72
H 3.59 -1.33 3.02
H 0.85 -4.90 4.68
H 1.51 -3.82 6.08
H 2.27 -6.64 5.23
H 1.51 -6.17 6.71
H 5.01 -7.09 7.08
H 3.48 -7.78 6.80
H 3.81 -7.05 8.37
N 0.88 0.89 -3.24
S 1.84 0.39 -4.23
O 2.10 1.21 -5.41
O 2.10 -1.05 -4.35
F 3.17 0.83 -3.45
S -0.38 0.11 -4.01
O -0.54 -1.34 -3.82
O -0.82 0.59 -5.32
F -1.58 0.58 -3.00
N -1.96 5.11 1.16
S -2.25 6.12 2.23
O -2.57 7.49 1.81
O -1.67 5.90 3.53
F -3.75 5.54 2.48
S -0.31 5.52 1.03
O 0.63 5.01 2.01
O 0.00 6.88 0.51
F -0.18 4.67 -0.35
N 6.57 -2.14 -5.49
S 6.46 -1.06 -4.50
O 7.66 -0.29 -4.15
O 5.37 -1.07 -3.52
F 5.88 -0.08 -5.65
S 7.29 -3.16 -4.35
O 6.45 -3.55 -3.24
O 8.70 -2.99 -4.14
F 7.27 -4.44 -5.36
N 5.66 -6.02 1.90
S 6.57 -4.90 2.13
O 5.97 -3.56 2.11
O 7.95 -5.10 1.71
F 6.71 -5.19 3.73
S 5.28 -5.48 0.31
O 6.36 -5.64 -0.74
O 4.30 -4.38 0.11
F 4.28 -6.71 0.05
N -0.97 -4.66 2.78
S -2.16 -4.13 3.61
O -2.57 -4.86 4.81
O -3.08 -3.15 3.07
F -1.22 -3.05 4.40
S -2.13 -5.55 1.91
O -2.93 -4.83 0.94
O -2.68 -6.77 2.41
F -1.16 -6.09 0.70
N -6.68 -1.18 0.45
S -8.08 -0.77 0.50
O -8.46 0.39 -0.29
O -8.79 -1.23 1.66
F -8.57 -1.87 -0.58
S -6.26 0.02 1.55
O -6.59 -0.14 2.99
O -6.02 1.34 1.01
F -4.71 -0.42 1.70
N -7.99 4.52 3.28
S -6.92 4.35 2.31
O -7.30 4.54 0.89
O -5.68 3.58 2.62
F -6.35 5.84 2.58
S -8.25 2.84 3.49
O -7.39 2.20 4.50
O -8.84 2.03 2.39
F -9.58 3.00 4.36
N 1.12 -7.01 -4.86
S -0.30 -6.76 -4.69
O -0.56 -5.66 -3.76
O -1.30 -7.86 -4.87
F -0.40 -6.07 -6.15
S 1.18 -8.06 -3.48
O 1.04 -9.49 -3.83
O 0.70 -7.63 -2.17
F 2.76 -7.88 -3.30
*
```

The HOMO-LUMO gap comes out at 2.7089 eV. As for the LUMO energy: -0.1925 Ha.